56
Properties=species:S:1:pos:R:3 method="wB97M-V/def2-TZVPD" total_energy_ev=-332526.655 lumo_ev=0.2 e_above_lowest_kj_mol=0.0 homo_lumo_gap_ha=0.3810 spin_multiplicity=1
O -0.193 6.257 -0.886
C -1.043 5.981 -1.663
O -2.176 5.233 -1.412
C -2.989 5.171 -2.578
C -2.290 6.126 -3.548
F -2.959 7.322 -3.566
O -1.066 6.353 -3.011
H -3.124 4.203 -3.014
H -3.955 5.618 -2.268
H -2.178 5.694 -4.542
O 0.884 -3.599 0.498
C 2.045 -3.593 0.268
O 2.772 -4.654 -0.126
C 4.149 -4.288 -0.155
C 4.032 -2.745 -0.101
F 4.302 -2.237 -1.393
O 2.774 -2.446 0.200
H 4.681 -4.799 0.691
H 4.450 -4.630 -1.153
H 4.793 -2.306 0.569
O -1.385 -1.013 2.713
C -2.314 -0.579 2.128
O -2.459 0.743 1.945
C -3.715 0.943 1.168
C -3.941 -0.437 0.643
F -3.489 -0.687 -0.668
O -3.286 -1.300 1.469
H -4.464 1.248 1.926
H -3.590 1.707 0.428
H -4.955 -0.820 0.584
O 3.820 -4.642 3.102
C 2.702 -4.273 3.325
O 1.779 -5.172 3.648
C 0.545 -4.486 3.892
C 0.874 -3.004 3.705
F 0.959 -2.338 4.854
O 2.190 -3.012 3.140
H -0.274 -4.917 3.376
H 0.407 -4.563 4.992
H 0.212 -2.486 3.084
Br 3.436 1.041 1.726
C 1.501 1.248 1.279
C 1.409 1.802 -0.119
Br -0.243 2.831 -0.420
H 1.078 1.916 2.035
H 1.062 0.228 1.332
H 1.267 0.963 -0.743
H 2.273 2.400 -0.467
Br -1.269 1.981 -5.065
C -1.225 0.822 -3.488
C 0.139 0.191 -3.271
Br -0.005 -1.240 -1.945
H -1.959 0.060 -3.516
H -1.431 1.375 -2.585
H 0.796 1.049 -2.904
H 0.647 -0.237 -4.112

43
Properties=species:S:1:pos:R:3 method="wB97M-V/def2-TZVPD" total_energy_ev=-48840.090 lumo_ev=0.5 e_above_lowest_kj_mol=155.3 homo_lumo_gap_ha=0.3248 spin_multiplicity=1
O -1.288 -1.834 0.474
C -1.449 -1.273 -0.594
C -0.438 -1.389 -1.745
C 0.592 -2.500 -1.469
C 0.439 -3.443 -2.665
C -0.966 -3.102 -3.159
O -1.091 -1.708 -2.967
N -2.566 -0.545 -0.847
C -2.701 0.469 -1.867
C -2.770 1.849 -1.162
N -2.206 1.750 0.169
C -0.850 1.785 0.304
S 0.153 2.079 -0.975
N -0.378 1.681 1.583
C 0.930 1.373 1.959
C 1.459 1.940 3.116
C 2.741 1.618 3.520
C 3.511 0.731 2.788
C 2.965 0.155 1.652
Cl 3.890 -0.983 0.744
C 1.684 0.458 1.232
C -3.028 0.927 1.039
C -3.486 -0.326 0.249
H 0.042 -0.410 -1.878
H 0.334 -2.996 -0.532
H 1.601 -2.103 -1.385
H 1.170 -3.202 -3.438
H 0.540 -4.491 -2.394
H -1.724 -3.636 -2.568
H -1.126 -3.301 -4.219
H -3.617 0.287 -2.436
H -1.859 0.422 -2.551
H -2.209 2.593 -1.727
H -3.803 2.184 -1.051
H -0.973 2.023 2.326
H 0.865 2.635 3.692
H 3.148 2.067 4.413
H 4.514 0.483 3.096
H 1.270 -0.021 0.361
H -2.447 0.607 1.902
H -3.892 1.507 1.379
H -4.486 -0.191 -0.168
H -3.474 -1.204 0.895

41
Properties=species:S:1:pos:R:3 method="wB97M-V/def2-TZVPD" total_energy_ev=-37073.582 lumo_ev=0.6 e_above_lowest_kj_mol=0.0 homo_lumo_gap_ha=0.3468 spin_multiplicity=1
O 3.426 1.243 -1.078
C 3.661 0.577 -0.107
O 4.731 0.842 0.657
C 2.837 -0.626 0.317
C 3.509 -1.881 -0.262
C 2.702 -3.128 0.085
C 1.282 -3.003 -0.457
C 0.601 -1.767 0.117
C 1.395 -0.498 -0.196
C 0.739 0.690 0.507
O 0.286 0.607 1.632
N 0.735 1.832 -0.207
C 0.041 3.013 0.243
C -1.296 3.179 -0.505
C -2.084 1.907 -0.381
C -2.806 1.630 0.773
C -3.449 0.418 0.937
C -3.369 -0.532 -0.067
Cl -4.157 -2.060 0.132
C -2.663 -0.277 -1.230
C -2.022 0.941 -1.377
H 4.801 0.250 1.418
H 2.812 -0.695 1.411
H 4.528 -1.973 0.124
H 3.571 -1.776 -1.348
H 3.191 -4.007 -0.339
H 2.668 -3.251 1.170
H 0.705 -3.892 -0.197
H 1.315 -2.930 -1.546
H 0.508 -1.856 1.201
H -0.406 -1.664 -0.290
H 1.423 -0.326 -1.275
H 1.199 1.860 -1.101
H -0.151 2.874 1.310
H 0.673 3.892 0.095
H -1.098 3.398 -1.556
H -1.840 4.017 -0.069
H -2.858 2.368 1.560
H -4.001 0.206 1.838
H -2.611 -1.023 -2.008
H -1.464 1.137 -2.281

47
Properties=species:S:1:pos:R:3 method="wB97M-V/def2-TZVPD" total_energy_ev=-67827.550 lumo_ev=-4.7 e_above_lowest_kj_mol=0.0 homo_lumo_gap_ha=0.2898 spin_multiplicity=1 charge=+1
C 2.060 1.386 -1.256
C 0.861 1.600 -1.399
C -0.665 1.717 -1.212
C -1.214 3.037 -0.728
I 0.161 4.622 -0.278
C -2.708 3.124 -0.571
C -3.556 1.924 -0.896
N -3.015 0.697 -1.352
C -3.910 -0.468 -1.639
I -3.871 -1.796 0.124
C -5.389 -0.063 -2.050
C -6.220 -1.447 -2.164
I -5.353 0.778 -4.057
C -1.607 0.562 -1.495
C -0.886 -0.768 -1.943
C -0.067 -1.460 -0.726
C 0.020 -3.003 -1.070
F -1.185 -3.655 -0.836
F 0.324 -3.226 -2.431
F 1.044 -3.611 -0.324
H 3.163 1.164 -1.305
H -3.174 4.077 -0.178
H -4.661 2.083 -0.726
H -3.520 -1.104 -2.498
H -5.942 0.553 -1.286
H -5.587 -2.306 -2.527
H -7.146 -1.279 -2.804
H -6.622 -1.652 -1.115
H -0.074 -0.440 -2.677
H -1.533 -1.495 -2.506
H 0.989 -1.039 -0.688
H -0.619 -1.291 0.252
O 5.151 0.214 0.904
S 4.529 -0.483 1.997
O 3.101 -0.535 2.144
O 5.174 0.024 3.378
C 5.190 1.430 3.649
C 3.836 1.922 4.123
C 5.161 -2.133 2.053
H 5.530 1.989 2.774
H 5.927 1.589 4.439
H 3.096 1.869 3.322
H 3.900 2.960 4.456
H 3.466 1.307 4.946
H 6.248 -2.095 2.001
H 4.763 -2.673 1.195
H 4.831 -2.605 2.977

52
Properties=species:S:1:pos:R:3 method="wB97M-V/def2-TZVPD" total_energy_ev=-50289.317 lumo_ev=2.3 e_above_lowest_kj_mol=587.9 homo_lumo_gap_ha=0.0817 spin_multiplicity=1 charge=-2
Rb 0.179 1.404 0.446
C 4.243 3.594 2.711
O 3.784 3.670 1.378
O 3.577 2.479 3.212
C 5.854 3.669 2.866
F 6.587 2.815 2.252
F 6.275 4.877 2.598
F 6.230 3.536 4.155
C 4.093 4.851 0.640
C 2.867 4.886 -0.331
H 1.966 4.865 0.282
H 3.033 5.801 -0.900
H 2.864 3.963 -0.911
H 5.058 4.733 0.148
H 4.073 5.847 1.084
H 3.899 4.569 3.056
C 0.738 -4.099 3.325
C 0.895 -4.295 4.650
C 0.091 -3.581 5.678
O 0.149 -3.876 6.963
C -0.709 -2.579 5.359
C -0.789 -2.093 4.003
C -0.143 -3.028 2.859
O -0.276 -2.827 1.713
O -1.099 -0.944 3.770
O 1.832 -5.137 4.939
H 1.430 -4.619 2.680
H -1.342 -2.069 6.071
C -5.248 -1.388 -0.720
O -6.103 -0.713 -1.622
C -7.355 -1.115 -1.731
O -7.856 -1.866 -0.910
O -7.910 -0.682 -2.789
C -9.166 -1.155 -3.241
H -4.315 -0.865 -0.508
H -4.855 -2.294 -1.182
H -5.721 -1.648 0.226
H -9.323 -0.659 -4.200
H -9.962 -0.873 -2.552
H -9.154 -2.225 -3.452
C 3.874 0.031 -4.769
O 2.886 -0.909 -4.966
C 1.700 -0.738 -4.450
O 1.356 0.133 -3.618
O 1.025 -1.808 -4.700
C -0.192 -2.088 -4.019
H 3.598 1.044 -5.059
H 4.768 -0.225 -5.339
H 4.178 0.006 -3.723
H -0.457 -3.145 -4.002
H -0.992 -1.451 -4.396
H -0.134 -1.780 -2.975

53
Properties=species:S:1:pos:R:3 method="wB97M-V/def2-TZVPD" total_energy_ev=-65506.002 lumo_ev=-3.3 e_above_lowest_kj_mol=125.8 homo_lumo_gap_ha=0.3204 spin_multiplicity=1 charge=+1
Pt -0.014 1.154 0.343
C 5.035 1.147 0.501
N 4.300 1.251 -0.758
C 4.998 1.590 -2.002
C 2.988 1.108 -0.759
O 2.317 0.896 0.266
H 6.099 1.145 0.292
H 4.763 0.225 1.012
H 4.798 1.984 1.159
H 6.069 1.526 -1.843
H 4.756 2.603 -2.321
H 4.723 0.897 -2.795
H 2.533 1.185 -1.754
F -5.032 2.643 1.146
C -4.055 1.760 1.359
F -4.613 0.580 1.629
F -3.387 2.150 2.449
C -3.068 1.637 0.154
O -2.024 0.853 0.547
C -2.648 3.081 -0.274
F -2.190 3.784 0.775
F -3.618 3.776 -0.850
F -1.624 3.030 -1.150
C -3.800 0.985 -1.065
F -4.012 -0.312 -0.842
F -4.974 1.555 -1.334
F -3.036 1.081 -2.162
S 0.917 5.224 2.082
C 0.960 5.255 0.372
C 0.759 4.015 -0.124
N 0.561 3.053 0.845
C 0.626 3.558 2.051
H 1.122 6.170 -0.173
H 0.724 3.745 -1.166
H 0.481 2.980 2.950
N -0.034 -0.801 -0.045
C -0.068 -1.921 0.228
N -0.030 -3.206 0.420
C -0.816 -3.887 1.462
C -1.867 -4.784 0.817
C -1.212 -5.740 -0.182
C -0.457 -4.947 -1.249
C 0.605 -4.072 -0.593
H -1.272 -3.139 2.108
H -0.122 -4.491 2.051
H -2.608 -4.166 0.304
H -2.382 -5.333 1.606
H -1.974 -6.360 -0.653
H -0.523 -6.413 0.339
H -1.159 -4.314 -1.798
H 0.030 -5.608 -1.968
H 1.109 -3.442 -1.323
H 1.348 -4.690 -0.084

42
Properties=species:S:1:pos:R:3 method="wB97M-V/def2-TZVPD" total_energy_ev=-36985.264 lumo_ev=0.4 e_above_lowest_kj_mol=294.8 homo_lumo_gap_ha=0.3386 spin_multiplicity=1
C 4.053 -0.900 -1.066
C 3.170 -1.417 0.035
N 1.753 -1.185 -0.104
C 1.087 -1.780 -1.165
O 1.355 -2.881 -1.649
N 0.173 -0.903 -1.835
C -0.912 -1.628 -2.444
C 0.699 0.278 -2.497
C -0.069 1.592 -2.470
C 1.242 -0.057 -3.926
C 1.076 -0.254 0.809
C -0.214 -0.314 1.219
C -0.531 0.666 2.235
C -1.786 0.869 2.949
C -1.897 0.686 4.349
C -3.079 0.988 4.961
C -4.223 1.402 4.241
F -5.407 1.553 4.956
C -4.175 1.443 2.847
C -2.917 1.205 2.168
N 0.488 1.483 2.535
S 1.830 1.128 1.537
H 5.035 -0.776 -0.712
H 3.995 -1.474 -1.991
H 3.668 0.060 -1.398
H 3.600 -1.056 0.990
H 3.312 -2.543 -0.051
H -0.584 -2.395 -3.177
H -1.382 -2.218 -1.697
H -1.739 -0.984 -2.773
H 1.564 0.566 -1.930
H 0.352 2.281 -1.676
H -1.093 1.487 -2.478
H 0.112 2.246 -3.414
H 0.498 -0.573 -4.536
H 1.632 0.766 -4.391
H 2.195 -0.692 -3.906
H -0.781 -1.194 1.050
H -0.995 0.308 4.890
H -3.053 0.972 6.029
H -5.063 1.804 2.347
H -2.985 1.442 1.141

59
Properties=species:S:1:pos:R:3 method="wB97M-V/def2-TZVPD" total_energy_ev=-177331.827 lumo_ev=-1.0 homo_lumo_gap_ha=0.0759 spin_multiplicity=1 charge=-1
Zn 1.250 3.903 -4.754
K -2.989 6.049 0.523
K 4.059 6.313 1.812
K 3.758 -2.723 -3.872
S 3.379 1.779 -7.817
O 2.045 1.501 -7.300
O 3.858 2.945 -7.160
O 4.331 0.715 -7.463
O 3.298 2.088 -9.228
S 0.878 1.608 -1.032
O 0.817 2.131 0.246
O 2.052 2.085 -1.683
O 0.908 0.179 -0.938
O -0.130 2.084 -1.925
S 1.920 9.333 -2.580
O 3.164 9.806 -3.174
O 1.899 9.414 -1.093
O 0.746 9.957 -3.125
O 1.816 7.911 -2.875
N -5.150 -1.874 -4.534
C -5.729 -1.369 -5.620
C -6.863 -2.130 -5.830
C -6.856 -3.268 -5.076
C -5.802 -3.048 -4.233
H -4.406 -1.446 -4.002
H -5.347 -0.424 -5.977
H -7.715 -1.893 -6.451
H -7.526 -4.114 -5.104
H -5.557 -3.774 -3.472
N -1.604 -5.718 1.039
C -1.545 -7.001 0.638
C -2.428 -7.754 1.437
C -2.960 -6.922 2.440
C -2.406 -5.597 2.175
H -1.134 -4.950 0.582
H -0.790 -7.254 -0.093
H -2.587 -8.817 1.327
H -3.502 -7.184 3.336
H -2.425 -4.651 2.695
N 6.666 -0.056 1.488
C 7.598 0.627 0.794
C 8.675 0.841 1.613
C 8.451 -0.006 2.671
C 7.192 -0.570 2.595
H 5.743 -0.238 1.121
H 7.253 1.107 -0.110
H 9.547 1.441 1.401
H 9.274 -0.161 3.353
H 6.651 -1.285 3.198
N -2.057 0.484 7.985
C -2.946 0.639 9.035
C -4.129 1.243 8.677
C -4.041 1.520 7.327
C -2.788 1.053 6.959
H -1.093 0.197 8.068
H -2.581 0.500 10.042
H -4.987 1.579 9.241
H -4.816 1.947 6.708
H -2.340 1.250 5.996

41
Properties=species:S:1:pos:R:3 method="wB97M-V/def2-TZVPD" total_energy_ev=-34828.600 lumo_ev=0.0 e_above_lowest_kj_mol=18.0 homo_lumo_gap_ha=0.3143 spin_multiplicity=1
C -1.880 -1.165 -2.535
C -0.617 -0.568 -1.925
C 0.649 -1.364 -2.246
C 0.674 -2.777 -1.654
N 0.634 -2.764 -0.210
C 1.740 -2.878 0.543
O 2.835 -3.178 0.121
C 1.530 -2.660 2.043
S 0.141 -1.585 2.496
C 0.477 -0.075 1.640
C 1.626 0.164 0.973
C 1.848 1.377 0.221
O 2.867 1.592 -0.412
N 0.810 2.305 0.236
C 1.017 3.517 -0.527
C -0.357 2.111 0.929
C -1.371 3.078 0.933
C -2.542 2.872 1.627
C -2.746 1.696 2.341
C -1.765 0.733 2.350
C -0.566 0.917 1.654
H -2.731 -0.515 -2.347
H -1.765 -1.279 -3.610
H -2.103 -2.140 -2.108
H -0.742 -0.482 -0.843
H -0.484 0.445 -2.311
H 1.517 -0.818 -1.870
H 0.753 -1.449 -3.329
H -0.165 -3.369 -2.025
H 1.608 -3.269 -1.936
H -0.226 -2.470 0.231
H 2.452 -2.284 2.488
H 1.291 -3.618 2.509
H 2.446 -0.534 0.935
H 1.999 3.432 -0.992
H 1.003 4.393 0.123
H 0.258 3.620 -1.304
H -1.243 4.000 0.391
H -3.307 3.633 1.615
H -3.665 1.541 2.883
H -1.905 -0.185 2.901

42
Properties=species:S:1:pos:R:3 method="wB97M-V/def2-TZVPD" total_energy_ev=-28088.234 lumo_ev=0.6 e_above_lowest_kj_mol=55.2 homo_lumo_gap_ha=0.3358 spin_multiplicity=1
C 0.006 2.540 -1.094
C -0.123 1.299 -1.956
O -0.591 0.224 -1.134
C -0.429 -1.018 -1.585
O 0.009 -1.303 -2.668
C -0.843 -2.014 -0.518
C 0.357 -2.289 0.412
N 1.091 -1.097 0.732
C 0.827 -0.128 1.671
C -0.343 -0.157 2.593
C -1.470 0.663 1.978
O -1.503 1.857 1.912
O -2.438 -0.135 1.514
C -3.536 0.512 0.859
C -4.634 -0.509 0.627
N 1.686 0.847 1.658
C 2.570 0.561 0.650
C 3.669 1.276 0.187
C 4.370 0.749 -0.877
C 3.998 -0.458 -1.473
C 2.913 -1.185 -1.025
C 2.204 -0.661 0.044
H 0.727 2.375 -0.298
H 0.338 3.373 -1.707
H -0.948 2.788 -0.636
H -0.841 1.447 -2.771
H 0.840 1.010 -2.392
H -1.662 -1.588 0.059
H -1.156 -2.945 -0.990
H 1.051 -2.973 -0.084
H 0.002 -2.764 1.331
H -0.047 0.330 3.522
H -0.690 -1.173 2.778
H -3.883 1.336 1.491
H -3.174 0.931 -0.086
H -4.951 -0.941 1.572
H -4.281 -1.308 -0.020
H -5.484 -0.025 0.156
H 3.947 2.210 0.649
H 5.225 1.280 -1.266
H 4.570 -0.829 -2.309
H 2.627 -2.107 -1.507